No. 1
87
Properties=species:S:1:pos:R:3:forces:R:3:lowdin_spin:R:1 method="wB97M-V/def2-TZVPD" molar_mass_g_mol=760.139 e_homo_ev="-7.74 / -7.74" s_squared=6.005 total_energy_ev=-103899.4738 total_charge=0 spin_multiplicity=5
C 3.2699 2.3544 1.2110 0.1018 0.1457 -0.1959 0.000
C 2.7923 1.6163 2.4222 -0.5917 -0.1596 1.3500 0.000
H 3.4880 3.4002 1.4396 -0.0506 -0.0959 -0.1418 0.000
H 2.5100 2.3208 0.4172 0.1474 -0.0093 0.1782 0.000
H 4.1872 1.9249 0.7837 -0.1995 -0.0829 0.1558 0.000
C 2.7647 2.1004 3.6771 0.2473 -0.2040 -0.7185 0.000
C 3.2548 3.4407 4.1093 0.0321 0.3939 0.2193 0.000
H 2.3375 1.4854 4.4729 0.1340 0.0233 -0.2327 0.000
H 3.5691 4.0706 3.2700 -0.0535 -0.1143 0.2524 0.000
H 4.0935 3.3753 4.8177 -0.1434 -0.0475 -0.1636 0.000
H 2.4457 3.9570 4.6417 0.1415 0.1035 -0.0355 0.000
Pm 0.1010 -0.2415 -0.3568 1.2502 0.3981 1.8753 4.030
Cl 2.3399 -1.5823 -0.7597 -0.0402 -0.2868 -0.3674 -0.008
Cl 0.8048 1.8176 -1.8792 -0.1964 -0.0348 -0.1337 -0.006
H -3.0764 -3.0673 -4.2333 0.1148 0.1930 0.0877 0.000
H -0.8669 -2.7774 -5.7300 0.0316 0.2798 0.0890 0.000
C -2.9386 -2.0137 -3.9588 0.0660 -0.0398 -0.1916 0.000
C -0.8425 -1.7392 -5.3719 -0.0361 0.0424 0.1301 0.000
N -1.5248 -1.6374 -4.0824 -0.3624 -0.2216 -0.5273 0.000
H -3.2398 -1.8463 -2.9190 0.0406 -0.0829 -0.4132 0.000
C -0.9066 -1.1731 -3.0247 -0.3523 0.3752 1.7542 0.000
O -1.4855 -1.0619 -1.8978 0.5667 -0.3266 -1.7894 -0.003
H 0.1997 -1.4190 -5.2296 -0.3582 -0.1391 -0.1782 0.000
H 0.1627 -0.8834 -3.1413 -0.4948 -0.1452 -0.1474 0.000
H -3.5530 -1.4049 -4.6329 0.1660 -0.0427 0.1426 0.000
H -1.3321 -1.0885 -6.1100 0.1579 -0.1780 0.1916 0.000
H 0.3947 3.3956 1.5030 -0.2784 -0.1665 -0.2002 0.000
H -0.3112 2.7012 3.8080 -0.3429 -0.0690 -0.1769 0.000
C -0.6469 3.3439 1.1478 0.3274 0.1936 0.1345 0.000
C -1.3515 2.7619 3.4444 -0.0067 0.2084 0.0107 0.000
N -1.3987 2.4541 2.0235 -0.5816 -0.7285 -0.0839 0.000
H -0.6623 2.9991 0.1112 -0.0161 0.0027 0.2846 0.000
C -1.9541 1.3090 1.6065 1.2149 0.8045 -0.6286 0.001
O -1.8132 0.8496 0.4465 -0.9457 0.5021 1.1441 -0.003
H -1.9735 2.0428 3.9867 0.1504 0.1857 -0.0018 0.000
H -2.5273 0.7887 2.3840 0.0331 -0.0841 -0.1657 0.000
H -1.0755 4.3553 1.2173 0.0102 -0.2841 -0.0504 0.000
H -1.7297 3.7814 3.6153 0.0811 -0.3073 0.0058 0.000
O 0.8814 0.5333 1.5968 -1.9629 0.1999 -1.5884 -0.010
C 2.0936 0.2834 2.1352 1.3135 -0.5455 0.6044 0.001
C 0.7462 -0.7623 4.0421 0.2123 -0.2283 0.1336 0.000
C 1.9464 -0.6824 3.3287 0.0948 0.1470 -0.3493 0.000
H -0.0983 -0.1533 3.7115 0.2972 -0.0904 0.1330 0.000
C 0.6257 -1.6433 5.1230 0.3248 0.0679 -0.1998 0.000
H 2.7386 -0.2294 1.4033 0.1228 -0.1488 0.1843 0.000
C 2.9886 -1.5578 3.6368 -0.0663 0.1450 0.2469 0.000
H -0.3166 -1.6867 5.6751 0.3111 -0.0556 -0.0820 0.000
C 1.7120 -2.4530 5.4859 -0.1116 0.0569 -0.0951 0.000
C 2.8907 -2.4192 4.7287 -0.2417 0.0133 0.0740 0.000
H 3.8768 -1.5474 3.0005 -0.1627 0.0004 0.2807 0.000
H 1.6289 -3.1275 6.3434 0.0393 0.2270 -0.3052 0.000
H 3.7285 -3.0698 4.9910 -0.2846 0.1591 -0.0934 0.000
Si 1.3583 4.7317 -5.5193 -0.2571 -0.4483 -0.2773 0.000
Cl 2.4971 5.9760 -4.3353 0.2451 0.3453 0.1525 0.000
C -0.4305 5.0872 -5.0825 0.0750 -0.0136 -0.0031 0.000
C 1.8939 2.9942 -5.0843 -0.0592 0.0926 0.0086 0.000
C 1.7158 5.1446 -7.3212 0.0157 0.0573 0.0956 0.000
H -0.5916 4.9082 -4.0116 0.0123 0.0140 -0.2184 0.000
H -1.1146 4.4436 -5.6508 0.1068 0.1076 0.0996 0.000
H -0.6764 6.1349 -5.3007 0.0378 -0.2194 0.0444 0.000
H 1.4542 6.1881 -7.5415 0.0552 -0.2118 0.0445 0.000
H 1.1396 4.4989 -7.9985 0.0942 0.1048 0.1646 0.000
H 2.7819 5.0073 -7.5451 -0.2190 0.0241 0.0549 0.000
H 1.7262 2.7894 -4.0169 0.0629 0.0748 -0.3389 0.000
H 2.9639 2.8708 -5.2969 -0.2076 -0.0045 0.0181 0.000
H 1.3323 2.2480 -5.6615 0.0974 0.0969 0.0466 0.000
C -0.2356 -4.0219 -0.7653 0.4345 0.1686 -0.2139 0.000
N -1.4184 -4.0373 0.0554 -0.1265 0.1832 -0.0369 0.000
C -2.4918 -4.9659 -0.2420 0.1942 0.2350 0.2122 0.000
C -2.8303 -5.6527 1.0527 -0.0092 -0.7218 0.1749 0.000
C -3.3350 -4.6128 2.0182 -0.2442 0.0753 0.1517 0.000
N -2.5572 -3.3807 1.9427 0.2341 0.2537 0.1404 0.000
C -2.7632 -2.4739 3.0447 -0.3145 0.1109 0.3301 0.000
C -1.5651 -3.1261 1.0490 0.8381 1.1294 -0.3325 0.000
O -0.8257 -2.0873 1.1135 -1.1862 -1.7318 -0.1324 -0.002
H -0.2397 -3.1542 -1.4379 0.2247 -0.3298 0.0763 0.000
H -0.2374 -4.9430 -1.3615 0.1522 0.2909 0.1237 0.000
H 0.6703 -3.9850 -0.1420 -0.2724 0.0918 -0.3370 0.000
H -3.3768 -4.4248 -0.6135 0.1501 -0.1627 -0.1263 0.000
H -2.1265 -5.6529 -1.0041 -0.1955 0.0043 0.0399 0.000
H -1.9327 -6.1316 1.4682 -0.1363 0.0883 -0.2323 0.000
H -3.5772 -6.4324 0.9002 -0.0886 0.0228 0.1083 0.000
H -3.2885 -4.9954 3.0466 0.0120 0.1196 -0.1336 0.000
H -4.3935 -4.3816 1.8128 0.2250 0.0320 0.0382 0.000
H -3.8153 -2.1566 3.0638 0.1804 0.0582 0.0199 0.000
H -2.5529 -2.9870 3.9956 0.0470 0.1876 -0.1968 0.000
H -2.1057 -1.6149 2.9378 -0.0285 -0.0742 0.0291 0.000

No. 2
88
Properties=species:S:1:pos:R:3:forces:R:3:lowdin_charge:R:1 method="wB97M-V/def2-TZVPD" e_above_lowest_kcal_mol=69.6 molar_mass_g_mol=733.027 e_homo_ev=-4.42 total_energy_ev=-97111.8083 total_charge=0
C -2.3862 -2.3966 -5.4697 0.4140 0.0191 -0.2840 -0.038
C -1.5064 -2.5550 -4.2450 -1.6921 -2.9029 1.3512 -0.377
H -2.9164 -3.3386 -5.6973 0.3173 0.2736 0.1760 0.084
H -1.7789 -2.1463 -6.3688 -0.4439 -0.0001 0.5063 0.090
H -3.1500 -1.6350 -5.2940 0.1166 0.1438 -0.1994 0.062
C -0.6644 -3.6602 -4.1242 0.0908 -0.1683 0.3179 -0.210
C -0.2616 -4.5677 -5.2282 0.4045 -0.1949 -0.5355 -0.187
H -0.5170 -4.1512 -3.1554 -0.3094 0.5294 -0.5161 0.058
H 0.4608 -4.0866 -5.9134 -0.0973 -0.4949 -0.1048 0.053
H -1.0880 -4.9808 -5.8320 -0.0232 0.2129 -0.1535 0.048
H 0.1960 -5.4648 -4.7725 0.1493 0.3838 -0.3565 0.058
Y 1.7572 1.7017 -0.4845 -0.3129 0.1805 1.2102 0.752
Cl -0.5924 1.1125 0.5788 0.2769 1.4199 -0.9307 0.075
Cl 3.7657 3.0383 -1.0206 0.5290 0.0791 -0.4451 -0.124
H 1.5666 6.3225 3.5646 0.3101 -0.2451 -0.2404 0.090
H -0.5835 5.9777 3.6804 -0.0776 -0.1266 -0.4783 0.095
C 1.8250 5.5286 2.8530 -0.2055 -0.2674 -0.0758 -0.008
C -0.6987 5.7128 2.6189 -0.3051 -0.1579 -0.2362 -0.027
N 0.5925 5.2188 2.1087 -0.0856 0.0205 -0.0293 -0.165
H 2.1789 4.6365 3.3862 -0.0408 0.2596 -0.0670 0.098
C 0.5884 4.3418 1.1143 1.0446 -1.1782 0.0176 -0.281
O 1.5637 3.5665 0.8640 -1.6600 1.5714 0.2926 -0.247
H -1.4452 4.9053 2.5301 0.2802 0.3924 0.1785 0.096
H -0.3406 4.3092 0.5106 0.3156 -0.1617 0.4057 0.141
H 2.6070 5.8584 2.1565 -0.2494 -0.0817 0.2463 0.104
H -1.0713 6.5773 2.0524 0.2474 -0.0929 0.2240 0.095
H 2.2882 -1.5646 -3.1076 0.3443 -0.1593 0.1042 0.039
H 2.5190 -4.1517 -1.2866 0.2490 0.2499 -0.2161 0.069
C 3.3099 -1.6225 -2.7103 -0.0390 0.1475 -0.2340 -0.047
C 3.4774 -3.6228 -1.2297 -0.1684 -0.3574 0.2268 -0.022
N 3.3022 -2.1710 -1.3510 -0.5522 0.2329 0.8404 -0.128
H 3.7592 -0.6242 -2.7400 -0.0889 -0.2226 0.1475 0.092
C 2.8847 -1.4970 -0.2791 0.1164 0.6701 -0.6544 -0.220
O 2.6610 -0.2471 -0.2377 0.6221 -1.6758 0.0344 -0.252
H 3.9280 -3.8625 -0.2633 0.0201 0.0579 -0.1597 0.098
H 2.7426 -2.0883 0.6368 0.1527 0.0832 -0.2436 0.153
H 3.8831 -2.3056 -3.3393 0.0106 0.1853 0.1207 0.094
H 4.1197 -3.9959 -2.0316 -0.0393 0.2461 0.2182 0.097
O -1.1948 -1.0739 -3.6403 1.4130 3.1014 0.2111 -0.240
C -2.0384 -1.9247 -2.9543 0.1732 -0.6714 -1.7413 -0.299
C -0.2429 -2.8842 -1.4582 -0.1443 -0.5635 0.0868 -0.061
C -1.5781 -2.4761 -1.6636 -0.3900 -0.2248 0.8078 -0.155
H 0.5363 -2.6133 -2.1871 -0.6911 -0.2907 0.2999 0.084
C 0.0066 -3.8096 -0.4366 -0.0467 0.8868 0.6820 -0.095
H -3.0977 -1.6376 -3.0236 0.0152 -0.0599 0.5411 0.139
C -2.5452 -2.7733 -0.6879 0.5036 0.2902 -0.4193 -0.036
H 0.9005 -4.4375 -0.4167 -0.0907 0.5433 0.1665 0.080
C -0.8958 -3.9021 0.6339 -0.4008 -0.2329 0.0722 -0.131
C -2.1792 -3.3632 0.5142 0.3030 0.0210 0.3818 -0.115
H -3.5774 -2.5023 -0.8988 0.1339 0.0781 0.1852 0.108
H -0.6026 -4.3722 1.5816 -0.1193 -0.1070 -0.5623 0.093
H -2.8760 -3.3681 1.3635 0.2843 -0.2469 -0.4366 0.102
Si -0.8222 1.7041 -3.5167 1.8341 0.3554 1.2741 0.504
Cl 0.9793 0.4519 -2.4893 -1.3761 0.2693 -1.5997 0.370
C 0.4090 3.2084 -3.6439 -0.3431 -0.3813 -0.3658 -0.246
C -1.9693 2.1272 -2.1075 -0.2764 -0.2681 -0.3031 -0.241
C -1.3508 1.1477 -5.1646 -0.4177 0.2339 -0.7714 -0.197
H 0.6186 3.7185 -2.6720 -0.1970 -0.3906 -0.5702 0.013
H -0.0591 3.9516 -4.3221 0.3239 -0.1660 0.3590 0.032
H 1.3765 2.8924 -4.0849 -0.5410 0.2623 0.1952 0.026
H -0.5426 0.5945 -5.6765 -0.4628 0.1658 0.2819 0.064
H -1.5796 2.0654 -5.7419 0.1365 -0.3097 0.0489 0.045
H -2.2563 0.5242 -5.0961 0.5656 0.1815 -0.0770 0.035
H -2.0654 1.2693 -1.4326 -0.2147 0.2501 -0.2112 -0.033
H -2.9485 2.4039 -2.5186 0.0444 -0.1423 0.0778 0.041
H -1.5995 2.9840 -1.5231 -0.0053 -0.3617 -0.2640 0.007
C 1.7244 -0.9389 4.9653 -1.1522 0.1792 -0.0877 -0.173
N 1.5814 0.3565 4.2773 0.6035 0.6170 0.7973 -0.172
C 0.4747 1.1391 4.8889 0.0808 -1.1502 -0.3097 -0.171
N -0.7957 0.3961 4.8759 -0.2463 0.3093 0.5246 -0.170
C -0.6247 -0.8835 5.5837 0.7790 0.1510 -0.6895 -0.181
N 0.4525 -1.7065 4.9939 0.5410 -0.1126 1.1993 -0.176
C 0.0979 -2.1997 3.6818 0.0977 1.0642 -0.7373 -0.364
P -0.1320 -0.8073 2.4188 -0.1299 -0.8264 0.2367 0.869
C 1.4310 0.2040 2.8495 -1.0080 -0.7691 -0.1842 -0.377
C -1.3124 0.1904 3.5265 0.6215 -0.4272 -0.5395 -0.355
H 2.0253 -0.7443 6.0068 -0.0168 -0.0971 -0.3276 0.122
H 2.4844 -1.5401 4.4441 -0.1517 0.1897 0.2475 0.122
H 0.3583 2.0927 4.3523 0.0276 -0.2812 0.0852 0.118
H 0.7435 1.3341 5.9379 -0.0629 -0.0080 -0.2736 0.121
H -1.5611 -1.4520 5.5232 0.1715 0.1543 0.1417 0.123
H -0.3648 -0.6677 6.6294 -0.1049 -0.0991 -0.2122 0.122
H 0.8732 -2.8563 3.2692 -0.0616 -0.1382 0.2944 0.070
H -0.8530 -2.7450 3.7061 0.1692 -0.0710 0.0875 0.076
H 1.3248 1.1862 2.3650 0.0820 -0.1508 0.2563 0.018
H 2.2862 -0.3186 2.3988 0.0454 0.1650 0.2821 0.064
H -2.2623 -0.3680 3.5493 0.2080 0.2755 0.1409 0.087
H -1.4692 1.1451 3.0163 -0.1274 -0.0681 0.2599 0.026